# 1
{
  "formula": "C19H25CaClI2O2",
  "method": "ωB97M-V/def2-TZVPD",
  "species": ["C", "C", "C", "C", "C", "C", "C", "C", "C", "C", "C", "C", "C", "O", "C", "Cl", "C", "C", "I", "C", "C", "I", "C", "O", "H", "H", "H", "H", "H", "H", "H", "H", "H", "H", "H", "H", "H", "H", "H", "H", "H", "H", "H", "H", "H", "H", "H", "H", "H", "Ca"],
  "xyz": [[1.1450, 3.4619, 2.0354], [-0.2303, 3.3871, 2.7702], [-1.4421, 2.9681, 1.8640], [-1.8979, 1.5132, 2.2441], [-2.7976, 0.8390, 1.1751], [-2.0427, 0.1070, 0.0105], [-0.7879, -0.6374, 0.4296], [0.4563, -0.2091, 0.2188], [0.7801, 1.0861, -0.5249], [0.3939, 1.0158, -2.0439], [1.6059, 0.9807, -3.0091], [1.0516, 0.7316, -4.4553], [1.6518, -1.0096, 0.7252], [2.6758, -0.4875, 0.9971], [1.4890, -2.5175, 0.9093], [2.9516, -3.4568, 0.8647], [0.2559, -2.9832, 1.0926], [0.0052, -4.4540, 1.2430], [-0.8563, -5.1392, 3.0811], [0.2714, -5.3489, 0.2845], [0.8614, -4.9454, -1.0654], [-0.0633, -7.4372, 0.5353], [-0.9062, -1.9827, 1.1551], [-1.8747, -2.2631, 1.7712], [1.7319, 2.5420, 2.2183], [1.0720, 3.7108, 0.9639], [1.7334, 4.2646, 2.5217], [-0.1482, 2.6188, 3.5592], [-0.4566, 4.3437, 3.2702], [-2.2667, 3.6636, 2.1137], [-1.2592, 3.0865, 0.7777], [-1.0376, 0.9073, 2.5743], [-2.5328, 1.6504, 3.1416], [-3.5527, 0.1814, 1.6367], [-3.3775, 1.6586, 0.7003], [-1.8873, 0.8011, -0.8333], [-2.7445, -0.6622, -0.3756], [0.2577, 1.9366, -0.0685], [1.8696, 1.2506, -0.4564], [-0.2946, 1.8728, -2.2599], [-0.2095, 0.1000, -2.2113], [2.3216, 0.1812, -2.7541], [2.0972, 1.9757, -2.9456], [0.5712, -0.2589, -4.4524], [1.8674, 0.8040, -5.2035], [0.2401, 1.5116, -4.6089], [0.4390, -5.5489, -1.8874], [0.7979, -3.8629, -1.2575], [1.9397, -5.2035, -1.0414], [0.1327, 3.2560, -5.4299]],
  "forces_ev_per_angstrom": [[0.1, 0.4, 1.1], [0.0, -0.2, -0.7], [0.0, -0.3, 1.0], [-0.8, 0.7, -0.1], [0.1, 0.5, -0.1], [-0.8, -0.8, 0.4], [0.2, -0.5, -0.1], [0.6, 0.2, -0.4], [0.2, -0.2, -0.3], [0.0, -0.7, 0.4], [-1.2, 0.8, -0.3], [1.1, 0.1, 1.1], [-1.6, -1.3, -0.1], [1.8, 1.2, 0.1], [0.3, 1.0, -0.4], [-0.7, 0.6, 0.2], [-0.2, -0.9, -0.1], [-0.8, -0.2, 0.7], [0.4, 0.7, -0.5], [0.1, 0.2, -0.6], [0.5, -0.8, 0.2], [0.3, 0.8, -0.4], [1.4, 0.3, -0.8], [-1.8, -0.2, 0.7], [-0.3, 0.3, -0.5], [0.0, -0.2, 0.4], [-0.2, -0.4, -0.4], [0.0, 0.5, -0.2], [0.2, -0.4, -0.3], [0.2, -0.4, -0.4], [0.2, -0.1, 0.4], [-0.3, 0.1, -0.4], [0.4, -0.2, -0.3], [0.6, 0.0, -0.2], [0.2, -0.4, 0.2], [0.4, -0.2, 0.5], [0.3, 0.4, 0.1], [0.3, -0.3, 0.0], [-0.5, 0.1, 0.2], [0.4, -0.3, -0.2], [0.2, 0.5, 0.0], [-0.2, 0.4, -0.1], [0.2, -0.6, -0.1], [-0.1, 0.5, -0.5], [-0.6, -0.1, 0.0], [0.0, -1.5, 0.4], [0.0, 0.4, 0.4], [-0.2, -0.5, 0.0], [-0.5, 0.1, -0.1], [0.1, 0.7, -0.2]],
  "mulliken_charge": [-0.8641, -0.6934, -0.6359, -0.9304, -1.1349, -0.6989, 0.8714, 0.5195, -0.1126, -0.5626, -0.2822, -1.1419, -0.2558, -0.5423, 0.7131, -0.1261, 0.1108, -0.9484, 0.1454, 0.1374, -1.2107, 0.1523, 0.5764, -0.4966, 0.1855, 0.1789, 0.3972, 0.3690, 0.4280, 0.4133, 0.4368, 0.5080, 0.4111, 0.3984, 0.4535, 0.1026, 0.5280, -0.9806, 0.7751, 0.2338, 0.3798, 0.3015, 0.2483, 0.3840, 0.5473, -0.1643, 0.4625, 0.1862, 0.3356, 1.8910],
  "lumo_ev": -10.6,
  "gap_ev": 1.250,
  "total_charge": 2
}

# 2
{
  "formula": "C19H25ClF3N3O",
  "method": "ωB97M-V/def2-TZVPD",
  "species": ["O", "C", "N", "C", "H", "C", "H", "C", "H", "H", "C", "N", "C", "H", "C", "N", "C", "C", "C", "C", "C", "C", "H", "H", "H", "Cl", "H", "C", "C", "H", "H", "H", "H", "H", "H", "H", "C", "H", "H", "H", "H", "H", "C", "H", "C", "C", "F", "F", "F", "H", "H", "H"],
  "xyz": [[-3.8313, -1.0098, 1.9853], [-3.9214, -1.2228, 0.7930], [-2.8434, -1.5230, 0.0355], [-2.7902, -1.7461, -1.3896], [-3.7885, -1.8640, -1.8065], [-2.0414, -0.6005, -2.0781], [-1.9843, -0.7955, -3.1505], [-0.6417, -0.4667, -1.4854], [-0.1248, 0.3816, -1.9375], [-0.0681, -1.3710, -1.7005], [-0.7509, -0.2685, 0.0368], [0.4980, -0.0687, 0.7454], [1.5570, -1.0203, 0.4733], [1.1543, -2.0324, 0.5127], [2.6506, -0.8713, 1.5405], [3.1890, 0.4723, 1.5174], [4.2570, 0.7850, 0.6988], [5.3373, -0.1034, 0.5935], [6.4383, 0.2166, -0.1727], [6.5335, 1.4184, -0.8535], [5.4796, 2.3072, -0.7374], [4.3621, 2.0041, 0.0151], [3.5639, 2.7272, 0.0542], [5.5253, 3.2537, -1.2555], [7.4019, 1.6495, -1.4477], [7.7419, -0.9213, -0.2707], [5.3360, -1.0387, 1.1287], [2.1187, 1.4181, 1.7449], [1.0176, 1.2842, 0.6874], [0.2093, 1.9830, 0.9096], [1.4333, 1.5265, -0.3069], [2.5103, 2.4332, 1.7841], [1.6830, 1.1815, 2.7207], [3.4302, -1.6085, 1.3644], [2.2125, -1.0468, 2.5271], [2.0191, -0.8577, -0.5178], [-1.5263, -1.4529, 0.6364], [-1.6462, -1.3119, 1.7103], [-1.0063, -2.3971, 0.4488], [-1.3571, 0.6256, 0.2230], [-2.5822, 0.3356, -1.9266], [-2.2424, -2.6816, -1.5632], [-5.2974, -1.2030, 0.1198], [-5.4511, -2.1039, -0.4749], [-5.5499, 0.0324, -0.7497], [-5.2394, 1.3267, -0.0202], [-5.8516, 1.4351, 1.1573], [-3.9257, 1.5023, 0.1886], [-5.6329, 2.3892, -0.7539], [-4.9434, 0.0314, -1.6567], [-6.6032, 0.0742, -1.0370], [-6.0185, -1.2071, 0.9398]],
  "forces_ev_per_angstrom": [[-0.1, 0.2, 0.3], [-0.6, -0.3, -0.1], [0.4, -0.2, -0.1], [-0.1, 0.2, -0.4], [0.0, 0.0, 0.1], [0.1, -0.3, 0.0], [0.0, 0.0, 0.0], [-0.1, 0.3, 0.2], [0.1, 0.0, -0.1], [0.1, 0.0, 0.0], [-0.1, -0.3, -0.2], [0.0, 0.0, 0.1], [0.2, -0.1, 0.2], [0.0, -0.1, -0.1], [-0.1, -0.3, -0.3], [-0.2, 0.0, 0.4], [0.5, 0.2, -0.2], [0.0, -0.1, 0.0], [-0.2, 0.1, 0.0], [0.1, 0.0, 0.0], [0.2, -0.1, 0.0], [-0.2, 0.0, 0.1], [-0.1, 0.0, 0.0], [0.0, 0.1, 0.0], [0.1, 0.0, 0.0], [0.1, -0.1, 0.0], [0.0, -0.1, 0.1], [-0.2, 0.3, -0.2], [0.1, 0.1, 0.2], [0.0, 0.0, 0.0], [0.0, 0.0, 0.0], [0.0, 0.0, 0.0], [0.0, 0.1, -0.1], [0.0, 0.0, 0.1], [0.0, -0.1, 0.0], [0.0, -0.1, 0.0], [0.1, 0.4, 0.4], [0.1, -0.1, -0.1], [0.0, 0.0, 0.0], [0.0, -0.1, 0.0], [-0.1, 0.0, 0.0], [-0.1, 0.0, 0.0], [0.1, 0.2, 0.1], [0.0, 0.0, 0.0], [0.1, 0.1, 0.3], [-0.2, 0.3, -0.4], [-0.1, -0.2, 0.3], [0.3, -0.2, 0.1], [-0.1, 0.0, -0.2], [-0.1, 0.0, 0.0], [0.1, 0.0, 0.0], [0.1, -0.1, -0.1]],
  "mulliken_charge": [-0.6559, 1.0631, 0.2441, -1.0331, 0.4309, -0.4421, 0.4241, -0.8979, 0.3550, 0.3387, 0.2115, 0.3327, -0.2776, 0.4789, -1.4987, 0.1077, 1.2426, -0.5671, 0.0784, -0.5616, -0.7390, -0.5551, 0.2400, 0.3685, 0.4286, -0.2324, 0.4486, -1.4335, -0.2465, 0.4497, 0.2568, 0.5975, 0.3851, 0.4231, 0.3391, 0.2662, -1.5396, 0.4057, 0.2641, 0.1487, 0.2305, 0.4065, -1.1753, 0.3951, -0.4209, 0.7477, -0.2833, -0.1885, -0.3170, 0.1598, 0.4190, 0.3771],
  "lumo_ev": 0.6,
  "relative_energy_kj_mol": 0.0,
  "gap_ev": 8.397
}

# 3
{
  "formula": "C19H25ClHfN2",
  "method": "ωB97M-V/def2-TZVPD",
  "species": ["C", "C", "C", "C", "Cl", "H", "H", "H", "H", "H", "H", "H", "H", "H", "C", "C", "C", "H", "C", "C", "H", "H", "H", "H", "C", "C", "C", "H", "C", "C", "H", "H", "H", "H", "Hf", "N", "C", "C", "C", "N", "C", "C", "H", "H", "H", "H", "H", "H"],
  "xyz": [[0.2728, -1.2125, -3.6430], [-0.7239, -0.4480, -4.5239], [1.6908, -0.9639, -4.1522], [-0.0293, -2.7133, -3.7003], [0.0843, -0.6733, -2.0229], [1.7265, -1.3069, -5.1920], [2.4251, -1.5278, -3.5737], [1.9443, 0.0979, -4.1258], [-0.6532, -0.8555, -5.5363], [-0.4811, 0.6179, -4.5797], [-1.7590, -0.5692, -4.1865], [-0.0032, -3.0193, -4.7493], [-1.0207, -2.9539, -3.3044], [0.7268, -3.2944, -3.1658], [0.9821, 2.6133, 1.5585], [2.2874, 2.1895, 1.0926], [2.2074, 1.9966, -0.3356], [3.1889, 2.1907, 1.7009], [0.8821, 2.3607, -0.7587], [0.1446, 2.7729, 0.3932], [-0.8572, 3.2041, 0.3927], [0.7513, 2.9577, 2.5676], [3.0402, 1.7717, -0.9986], [0.5519, 2.4568, -1.7911], [1.1008, -1.4984, 2.3079], [2.1243, -0.4747, 2.3854], [2.8903, -0.5620, 1.1504], [2.4227, 0.0637, 3.2865], [2.2998, -1.5804, 0.3309], [1.2283, -2.1788, 1.0655], [0.6587, -3.0563, 0.7547], [0.4431, -1.7827, 3.1307], [3.8502, -0.0822, 0.9596], [2.7295, -1.9648, -0.5956], [0.8363, 0.4540, 0.7992], [-4.7007, 0.6915, 3.8811], [-3.5297, 0.5794, 3.2004], [-2.2976, 0.8248, 3.8452], [-1.1243, 0.7292, 3.1322], [-1.1149, 0.4111, 1.7974], [-2.3053, 0.1445, 1.1597], [-3.5112, 0.2232, 1.8299], [-4.6936, 0.9541, 4.8653], [-5.5858, 0.5234, 3.4346], [-2.2706, 1.0946, 4.9003], [-0.1492, 0.9028, 3.6046], [-2.2312, -0.1294, 0.0986], [-4.4488, 0.0214, 1.3099]],
  "forces_ev_per_angstrom": [[0.2, -1.2, -3.5], [-0.1, 0.1, 0.0], [0.0, 0.1, 0.2], [0.0, 0.0, 0.1], [-0.5, 1.1, 3.3], [0.1, 0.1, 0.2], [0.0, 0.0, 0.0], [0.0, -0.1, 0.0], [0.0, 0.1, 0.1], [0.0, -0.1, 0.1], [0.2, 0.0, 0.0], [0.0, 0.0, 0.1], [0.1, 0.1, 0.0], [-0.1, 0.1, 0.0], [1.1, 1.4, -1.1], [-0.3, 1.9, -0.5], [-0.2, 1.3, 0.6], [-0.3, -0.3, -0.2], [0.5, 0.9, 0.9], [0.7, 0.0, 0.1], [0.2, -0.4, 0.0], [0.0, -0.3, -0.3], [-0.3, -0.2, 0.3], [0.0, -0.4, 0.3], [1.0, -0.2, -0.1], [0.7, -1.4, 0.0], [0.4, -1.6, 0.5], [-0.1, -0.1, -0.4], [0.8, 0.3, 1.3], [0.0, 0.8, 0.4], [0.0, 0.5, 0.0], [0.0, 0.3, -0.4], [-0.5, 0.0, 0.0], [-0.4, 0.4, 0.2], [-2.6, -2.9, -2.4], [1.2, 0.0, 0.0], [-1.0, 0.1, 0.4], [0.7, 0.0, 0.0], [-0.9, -0.2, -0.5], [-0.9, -0.1, 0.4], [0.3, 0.3, 1.0], [0.4, -0.1, -0.5], [-0.1, -0.2, -0.6], [0.0, 0.0, 0.0], [0.0, -0.1, -0.3], [-0.5, -0.1, -0.1], [-0.2, 0.1, 0.5], [0.3, 0.0, 0.1]],
  "mulliken_charge": [0.9529, -1.4669, -1.3900, -1.4613, -0.0810, 0.3922, 0.3526, 0.3954, 0.4157, 0.3678, 0.3997, 0.4018, 0.4007, 0.3787, -0.4236, -0.4084, -0.4334, 0.6092, -0.3851, -0.2915, 0.5136, 0.6822, 0.5121, 0.5821, -0.5692, -0.4110, -0.3624, 0.5809, -0.4299, -0.4375, 0.4896, 0.4970, 0.6492, 0.5568, -0.0028, -0.4347, 1.1273, -0.8359, -0.3183, -0.1085, -0.3167, -0.7385, 0.2211, 0.2098, 0.3442, 0.4785, 0.4217, 0.3740],
  "lumo_ev": -7.3,
  "relative_energy_kj_mol": 0.0,
  "gap_ev": 7.725,
  "total_charge": 2
}

# 4
{
  "formula": "C19H25N3O4",
  "method": "ωB97M-V/def2-TZVPD",
  "species": ["C", "C", "H", "H", "O", "C", "O", "C", "H", "H", "C", "N", "C", "O", "C", "H", "H", "C", "C", "N", "N", "C", "O", "C", "H", "H", "C", "H", "H", "C", "C", "C", "C", "C", "C", "C", "H", "H", "H", "H", "H", "H", "H", "H", "H", "H", "H", "H", "H", "H", "H"],
  "xyz": [[-3.5295, -0.2902, -2.1212], [-2.5914, -0.3628, -0.9314], [-1.5684, -0.5939, -1.2495], [-2.9252, -1.1195, -0.2128], [-2.5956, 0.9138, -0.2799], [-1.6072, 1.1910, 0.5591], [-0.7230, 0.4233, 0.8514], [-1.7339, 2.5983, 1.1022], [-0.8872, 2.7973, 1.7596], [-2.6586, 2.6665, 1.6763], [-1.7695, 3.6317, -0.0352], [-0.5716, 3.5834, -0.8383], [0.5267, 4.2873, -0.4927], [0.5398, 5.1347, 0.3761], [1.7650, 3.9354, -1.3122], [2.4401, 4.7906, -1.2719], [1.4902, 3.7352, -2.3473], [2.4768, 2.7182, -0.7139], [1.8141, 1.4326, -1.0401], [0.7355, 1.2269, -1.7227], [0.5448, -0.1126, -1.7765], [1.5162, -0.6598, -1.1252], [2.3671, 0.2706, -0.6368], [1.7815, -2.1069, -0.9510], [0.8280, -2.6358, -0.9837], [2.3803, -2.4407, -1.8048], [2.5275, -2.4080, 0.3496], [2.8821, -3.4400, 0.3164], [3.3978, -1.7531, 0.4252], [1.6341, -2.2199, 1.5821], [0.5558, -3.2653, 1.6322], [0.8581, -4.5791, 1.9690], [-0.1287, -5.5481, 1.9796], [-1.4323, -5.2156, 1.6513], [-1.7436, -3.9083, 1.3197], [-0.7549, -2.9398, 1.3111], [-0.9904, -1.9158, 1.0652], [-2.7615, -3.6444, 1.0692], [-2.2030, -5.9725, 1.6594], [0.1183, -6.5656, 2.2467], [1.8732, -4.8435, 2.2318], [1.1790, -1.2287, 1.5570], [2.2556, -2.2919, 2.4778], [3.5040, 2.6637, -1.0879], [2.5353, 2.8168, 0.3745], [-0.4372, 2.7731, -1.4368], [-2.6329, 3.4478, -0.6771], [-1.8309, 4.6340, 0.3954], [-4.5302, -0.0148, -1.7979], [-3.5665, -1.2586, -2.6109], [-3.1733, 0.4509, -2.8310]],
  "forces_ev_per_angstrom": [[0.2, 0.2, 0.4], [0.2, -0.6, -0.3], [-0.3, 0.0, 0.1], [0.1, 0.1, 0.0], [-0.3, 0.2, -0.2], [0.2, 0.3, 0.5], [0.0, -0.1, 0.1], [0.1, 0.1, -0.3], [-0.1, -0.1, 0.0], [0.0, 0.0, 0.1], [-0.1, 0.1, 0.3], [-0.3, -0.2, -0.1], [0.2, -0.1, -0.6], [0.1, 0.2, 0.4], [0.0, 0.0, 0.2], [-0.1, 0.0, 0.0], [0.0, 0.0, 0.0], [0.2, 0.0, 0.1], [-0.4, 0.1, -0.3], [0.6, 1.0, 0.1], [0.2, -1.3, 0.0], [-0.6, 0.0, -0.5], [0.1, 0.0, 0.2], [0.4, -0.1, 0.1], [0.0, 0.1, -0.1], [-0.1, 0.0, 0.0], [-0.1, 0.0, 0.0], [0.1, 0.0, 0.0], [0.0, -0.1, 0.0], [0.2, -0.1, -0.1], [0.0, 0.1, 0.1], [0.0, 0.0, 0.0], [0.0, -0.1, 0.0], [-0.1, -0.1, 0.0], [-0.1, -0.1, 0.0], [0.0, 0.0, 0.0], [0.0, 0.2, 0.0], [-0.1, 0.0, 0.0], [-0.1, -0.1, 0.0], [0.0, -0.1, 0.0], [0.1, 0.0, 0.0], [0.0, 0.1, 0.1], [0.0, 0.1, 0.0], [0.0, 0.0, 0.1], [0.1, 0.0, 0.0], [0.1, 0.2, 0.0], [0.0, 0.1, 0.1], [-0.1, -0.1, -0.1], [-0.1, 0.0, 0.0], [0.0, -0.1, -0.1], [0.0, 0.1, -0.1]],
  "mulliken_charge": [-1.5328, 0.5215, 0.0464, 0.1453, -0.3330, 0.4421, -0.5634, -0.4376, 0.2617, 0.3965, -0.9633, -0.1259, 0.5224, -0.6631, -0.9763, 0.3872, 0.4322, -0.6023, 0.6493, -0.3033, -0.8071, 0.6756, -0.3257, -0.5727, 0.2810, 0.3404, -0.9121, 0.4738, 0.5188, -0.7552, -0.0069, -0.4493, -0.6605, -0.4418, -0.7280, 0.4325, 0.3483, 0.3924, 0.3901, 0.3735, 0.4164, 0.2380, 0.4208, 0.3596, 0.3176, 0.4644, 0.4029, 0.4133, 0.3525, 0.4027, 0.3412],
  "lumo_ev": 0.7,
  "relative_energy_kj_mol": 125.1,
  "gap_ev": 9.860
}